Record 1
Here is a 12-piece molecular cluster, C20H24Cl34N2O overall in a non-equilibrium geometry from OMol25. Energies are from ωB97M-V/def2-TZVPD.

Results
Charge: 0
Orbital gap (eV): 9.940
M (g/mol): 1513.8

XYZ file:
```
81
Properties=species:S:1:pos:R:3:forces:R:3
Cl 8.674462 -7.364021 -6.998862 0.039 0.001 0.010
Cl -2.886222 10.132247 -3.797500 -0.041 0.009 0.006
Cl 9.914749 -0.297084 5.896549 -0.020 0.000 0.087
Cl 2.519729 -5.628397 2.301352 -0.001 -0.029 0.063
Cl 8.758284 -6.560878 -4.209158 0.122 0.006 -0.016
Cl -3.874625 -0.272782 1.601053 0.036 0.011 0.008
Cl 7.029907 -0.219240 6.270332 -0.048 0.007 0.154
Cl -11.546460 9.495579 0.111580 -0.014 -0.039 0.007
Cl 6.263347 -0.532054 1.161025 0.084 0.075 0.185
Cl -7.934016 4.838575 1.408036 0.079 -0.169 -0.014
Cl -8.356094 4.678386 -1.460471 0.127 -0.162 -0.023
Cl -5.981674 1.343530 2.755337 0.020 0.038 0.023
Cl -6.586153 8.052594 -3.630696 -0.121 -0.029 -0.056
Cl 7.924045 -1.678439 3.250243 -0.014 -0.026 -0.130
Cl -5.726661 5.316214 -0.416268 -0.024 0.041 -0.039
Cl 8.719475 1.750111 7.570386 -0.005 -0.041 0.022
Cl 5.140549 -2.455895 3.033001 -0.037 0.047 0.078
Cl -2.868777 11.300680 -1.137700 -0.041 0.003 -0.015
Cl 5.729766 -6.571323 -2.356143 -0.066 0.064 0.028
Cl -9.325199 9.021151 -3.503498 0.143 0.051 -0.087
Cl 3.091218 -6.051001 -3.444211 0.056 -0.089 -0.225
Cl -1.185478 2.424182 -0.378665 0.349 -0.003 -0.165
Cl -0.133947 1.060617 1.960438 -0.107 0.059 -0.003
Cl -3.982566 2.589624 1.060487 -0.368 -0.067 0.251
Cl 8.716146 -9.377388 -4.907025 0.028 0.020 -0.003
Cl -3.932465 8.629461 -1.546423 0.148 -0.003 0.119
Cl -7.492417 9.567826 -1.322064 0.067 0.070 -0.114
Cl -10.720735 7.050559 -1.218547 -0.349 -0.049 0.194
Cl 2.420497 -4.367101 4.911870 -0.032 0.017 -0.034
Cl 5.209701 -7.016401 -5.178739 -0.016 0.044 0.019
Cl 0.835465 -2.176846 1.399943 0.140 -0.245 0.078
Cl -9.271009 7.995717 1.110334 -0.186 -0.019 0.097
Cl 0.696212 3.780498 1.371396 -0.047 -0.015 0.002
Cl 1.375894 -7.054550 4.556039 -0.023 0.047 -0.024
O 3.131206 -2.670220 -1.419161 -0.248 -0.020 0.431
N -2.369676 -3.777967 1.939231 1.029 0.454 -0.503
N -2.794122 -2.997808 -2.146105 1.018 0.494 0.516
C 3.633852 -1.796412 -0.421778 0.196 0.531 -0.770
C -7.213372 4.405206 -0.143089 0.026 0.073 0.053
C -3.728187 10.231882 -2.249451 0.033 -0.036 -0.003
C -0.626512 2.617757 1.280859 0.181 0.025 -0.058
C 0.029746 -1.037552 -1.279974 -0.143 0.022 0.513
C 1.604528 -5.475347 3.808248 0.060 -0.038 0.056
C -1.002760 -1.936417 -0.559296 0.427 0.563 -0.356
C 8.603828 0.079850 7.016248 0.061 0.105 -0.130
C -10.850472 7.888841 0.329808 0.103 0.134 -0.010
C 6.303346 -1.142064 2.820645 0.099 -0.114 -0.100
C 0.070157 -4.285686 -0.314554 0.782 0.536 -0.065
C -1.468542 -3.406393 1.314304 -0.954 -0.477 0.449
C -1.957176 -2.533255 -1.494799 -1.087 -0.763 -0.405
C -7.953483 8.410819 -2.573644 0.066 0.141 -0.135
C -0.393034 -2.997022 0.383143 -0.878 -0.269 0.139
C 9.267757 -7.771456 -5.386796 -0.136 0.000 -0.003
C 2.556381 -3.854036 -0.888624 0.004 -0.633 -0.723
C 1.119317 -4.134591 -1.423533 0.576 -0.763 0.348
C -4.292757 1.313151 2.246942 -0.132 -0.050 -0.069
C 4.826428 -6.024935 -3.771372 0.033 -0.151 -0.015
H 4.457673 -1.240672 -0.861200 0.128 -0.057 -0.142
H -3.674233 1.499374 3.115791 0.000 0.005 -0.010
H -1.591942 -1.270650 0.065133 -0.192 0.107 0.140
H 0.990366 -1.513743 -1.439997 -0.059 -0.168 -0.307
H 2.881250 -1.052230 -0.158765 -0.081 -0.066 0.370
H -0.827878 -4.766893 -0.692210 -0.117 -0.039 -0.067
H -1.452288 2.998714 1.865737 -0.011 0.007 0.014
H 3.219582 -4.680676 -1.192308 -0.292 0.149 0.031
H 4.023917 -2.318961 0.445295 -0.145 -0.113 0.159
H 2.575742 -3.874382 0.195492 -0.121 0.328 0.173
H 0.833089 -3.445587 -2.210099 0.026 0.208 -0.005
H 0.629597 -5.064628 3.575817 0.011 0.010 -0.027
H 8.696386 -0.569546 7.876223 -0.022 -0.014 -0.006
H 0.502128 -4.922453 0.452832 -0.128 -0.208 0.127
H 6.028356 -0.332477 3.484345 -0.011 0.003 -0.008
H -11.509487 7.317010 0.968964 0.002 -0.009 -0.005
H -8.254091 7.491601 -2.088912 0.016 0.000 0.038
H 10.348820 -7.780071 -5.417380 0.001 -0.003 -0.004
H -6.967366 3.351086 -0.119266 0.022 0.003 -0.001
H -0.408903 -0.670688 -2.199804 0.137 0.022 -0.234
H -4.712458 10.647329 -2.426084 -0.010 -0.019 -0.001
H 1.170054 -5.118443 -1.913113 -0.188 0.252 0.106
H 5.113909 -5.003867 -3.985086 -0.012 0.007 0.016
H 0.216407 -0.189657 -0.632101 0.049 0.204 -0.001
```
Positions in Å, forces in eV/Å.

Atom charges from the Mulliken analysis, given in e for atoms 1 to 6:
1. Cl -0.114
2. Cl -0.124
3. Cl -0.117
4. Cl -0.074
5. Cl -0.082
6. Cl -0.085

Record 2
Here is C30H25F3N6OPRh as an isolated structure from OMol25. Energies are from ωB97M-V/def2-TZVPD.

Results
Charge: +2
Energy relative to the best compared isomer or geometry (same formula, charge and spin) (kcal/mol): 3.2
Orbital gap (alpha / beta) (eV): 8.018 / 5.773
Spin multiplicity: 5
M (g/mol): 676.4
Expectation value of S²: 6.01

XYZ file:
```
67
Properties=species:S:1:pos:R:3:forces:R:3
Rh 0.133497 1.504924 0.399270 0.505 -0.110 -0.268
P -1.102378 -0.550397 0.515076 -0.256 -0.253 0.068
F -1.570024 3.914008 -0.049561 0.027 0.081 0.086
F 0.378561 4.361659 0.808269 -0.092 0.055 0.023
F -1.187869 3.480404 2.047295 0.024 0.105 -0.100
O 1.480480 2.149699 2.920194 -0.118 -0.111 -0.039
N 7.690000 1.316547 0.553526 -0.163 0.000 0.000
N 0.464506 1.435262 -1.863560 -0.190 -0.065 0.069
N 0.635474 1.102694 2.582472 0.064 0.299 0.175
N 2.034358 -0.331349 -4.588045 -0.068 -0.041 0.102
N 2.356194 1.402719 0.320585 -0.069 -0.064 0.132
N 0.275358 1.141025 -4.597547 -0.089 0.100 0.118
C -4.578905 -0.947300 -1.608679 0.020 -0.030 -0.012
C -0.139131 -1.893201 -1.705862 -0.050 -0.080 0.043
C 1.298844 0.633853 -2.506091 0.060 0.224 0.101
C -4.573939 1.212523 -0.538478 0.029 0.018 0.023
C -0.099470 0.629642 3.509483 -0.070 -0.246 -0.080
C 0.499740 -2.817279 0.439129 -0.025 -0.028 -0.011
C -1.436807 -1.031625 4.615252 0.008 0.039 0.050
C -2.701691 -2.736377 3.509327 -0.021 -0.034 0.014
C -2.267799 -2.137199 4.679582 -0.030 -0.032 0.020
C 6.542451 1.343910 0.511743 0.017 0.011 -0.011
C -1.011513 -0.515588 3.390905 0.055 0.158 -0.010
C 1.208859 0.489190 -3.903449 0.100 -0.042 -0.228
C 4.432138 2.534248 0.100205 0.044 0.074 -0.019
C 1.306080 -3.812410 -1.596665 0.021 -0.002 0.002
C -0.643772 3.506971 0.821781 -0.061 0.062 0.064
C 0.611344 -2.867713 -2.344520 -0.025 0.004 0.007
C -2.694069 -0.278873 -0.276865 -0.005 0.075 0.027
C -1.458682 -1.120790 2.202807 0.045 0.053 -0.052
C -2.303798 -2.222857 2.282689 -0.019 0.009 0.010
C 5.103071 1.368713 0.448987 0.174 -0.036 0.017
C -5.196277 0.268720 -1.345050 -0.024 -0.004 -0.014
C 4.373310 0.217610 0.734031 0.034 -0.046 0.016
C 1.254556 -3.784555 -0.208656 0.003 0.012 0.004
C -0.543496 1.939674 -3.927404 0.024 -0.041 -0.097
C 2.998435 0.278296 0.663632 -0.012 0.108 -0.059
C -0.470633 2.105329 -2.553710 0.061 -0.100 -0.091
C 3.053206 2.509969 0.047156 -0.048 -0.077 -0.026
C -3.327961 -1.227491 -1.078743 0.001 0.012 -0.017
C -3.326134 0.938575 -0.003066 -0.005 -0.047 -0.025
C -0.213269 -1.875688 -0.308220 0.115 0.067 -0.015
H -2.857660 1.665061 0.653866 -0.008 0.022 0.004
H -5.062136 2.154098 -0.321975 0.018 -0.030 -0.005
H 4.871137 -0.701280 1.010294 -0.014 0.009 -0.007
H -2.579456 -2.523046 5.640904 0.004 0.009 -0.017
H 2.041316 0.095761 -1.930692 -0.025 0.016 -0.009
H 2.816827 -0.781350 -4.150445 0.035 0.025 0.000
H -5.075647 -1.684413 -2.226413 0.015 0.022 0.017
H 1.970376 -0.345660 -5.592180 -0.003 0.031 -0.020
H -3.358135 -3.595801 3.545943 0.016 0.015 -0.008
H -0.677473 -1.157045 -2.291340 -0.068 -0.072 0.014
H -6.172183 0.478238 -1.763780 0.024 -0.006 0.009
H -1.102838 -0.559100 5.532365 -0.028 -0.036 -0.035
H 0.444806 -2.812770 1.521723 0.009 -0.011 -0.031
H 1.883617 -4.578752 -2.098325 -0.019 0.021 0.014
H 4.972310 3.443486 -0.123334 -0.011 -0.012 0.002
H -2.861315 -2.182262 -1.283467 0.036 -0.004 -0.020
H 2.490884 3.395061 -0.220423 -0.012 -0.007 0.009
H -1.291266 2.471994 -4.503310 0.015 -0.010 0.006
H 2.389123 -0.590963 0.880045 -0.019 0.012 0.009
H 1.268782 2.448757 3.821625 0.058 0.009 -0.009
H -0.022555 1.071492 4.503850 0.019 -0.081 0.046
H 0.647945 -2.895453 -3.426396 -0.013 0.000 0.029
H 1.790555 -4.526189 0.369746 -0.018 0.023 -0.014
H -1.143282 2.761475 -2.020174 0.006 -0.022 -0.001
H -2.666545 -2.686815 1.372647 -0.005 0.000 0.021
```
Positions in Å, forces in eV/Å.

Atom charges from the Mulliken analysis, given in e for atoms 1 to 6:
1. Rh 0.827
2. P 1.725
3. F -0.209
4. F -0.245
5. F -0.190
6. O -0.449

Record 3
Here is a 2-piece molecular cluster, C7H16N6O overall in a non-equilibrium geometry from OMol25. Energies are from ωB97M-V/def2-TZVPD.

Results
Charge: +2
Orbital gap (eV): 8.702
M (g/mol): 200.2

XYZ file:
```
30
Properties=species:S:1:pos:R:3:forces:R:3
O -0.820468 1.710180 -3.564878 0.962 0.002 -0.907
N 2.143667 -2.912333 2.146428 -1.184 0.610 -2.379
N -1.306433 1.198561 -1.158198 -0.168 1.652 2.817
N -2.035857 3.400400 -2.520959 -0.056 -0.060 -0.568
N 0.694824 -1.312629 3.266040 2.575 0.531 -0.486
N -0.313085 -1.782886 2.394659 -2.043 -1.503 0.233
N 0.928093 0.158622 -0.996039 -3.408 -1.195 1.829
C -0.586675 -0.040745 -0.920032 2.415 1.065 -2.285
C -0.980769 2.586572 -2.639458 -2.750 1.348 0.894
C -1.043830 -0.726287 0.271167 1.878 -0.849 0.796
C 1.832688 -1.462332 2.305151 1.634 -0.165 -0.006
C -0.085136 -1.118095 1.109103 -0.779 1.293 -0.146
C 1.295562 -0.808772 1.048488 -0.319 -2.418 2.522
C 1.752549 -0.171015 0.001507 1.429 1.627 -1.242
H 3.013419 -3.179635 2.545450 0.688 -0.091 0.754
H 2.681932 -0.966830 2.712174 0.589 0.577 0.429
H -0.161382 -2.812409 2.103139 -0.696 0.943 1.298
H -1.980503 4.078178 -1.779581 0.002 0.300 -0.076
H 2.736141 0.236855 -0.186735 0.394 -0.438 0.534
H -1.525031 1.711411 -4.220886 -0.224 -0.032 -0.352
H 2.247006 -3.163770 1.131931 -0.248 0.363 1.311
H 1.202183 0.796588 -1.658267 0.939 1.445 -1.820
H -2.067677 -0.843908 0.395417 -1.689 -0.404 0.347
H -2.858851 3.499897 -3.110554 0.277 -0.525 -0.009
H -0.729528 -0.475645 -1.869918 -0.793 -1.710 -0.864
H -1.268700 1.782402 -0.250198 -0.763 -1.091 -1.715
H 0.991518 -1.858624 4.116368 -1.581 -0.118 -1.168
H -0.257623 3.002661 -2.003745 2.055 -0.395 -0.022
H -2.261010 0.937654 -1.439001 0.227 0.462 0.595
H -1.237023 -1.464064 2.771425 0.635 -1.228 -0.313
```
Positions in Å, forces in eV/Å.

Atom charges from the Mulliken analysis, given in e for atoms 1 to 6:
1. O -0.364
2. N -0.628
3. N -0.541
4. N -0.313
5. N -0.501
6. N 0.295

Which formula does entry 1 have? C20H24Cl34N2O

M of number 1 (C20H24Cl34N2O)? 1513.8 g/mol